Below is a 10-piece molecular cluster, C58H57O5 overall in a non-equilibrium geometry, with properties calculated with wB97M-V/def2-TZVPD.

Cartesian coordinates (Å):
O  1.246  -4.129  -2.208
C  0.887  -3.456  -3.119
O  1.468  -2.264  -3.469
C  0.279  -1.455  -3.660
C  -0.714  -2.415  -4.314
C  -2.144  -2.288  -3.721
O  -3.063  -2.221  -4.555
O  -2.164  -2.267  -2.458
O  -0.128  -3.705  -3.943
H  0.529  -0.582  -4.258
H  -0.091  -1.156  -2.684
H  -0.696  -2.364  -5.400
C  4.771  -0.449  0.731
C  4.421  -0.597  -0.606
C  3.692  -1.706  -1.017
C  3.311  -2.669  -0.092
C  3.659  -2.519  1.244
C  4.390  -1.413  1.655
H  5.332  0.421  1.052
H  4.708  0.158  -1.328
H  3.402  -1.818  -2.053
H  2.732  -3.521  -0.422
H  3.338  -3.246  1.978
H  4.647  -1.299  2.702
C  1.508  -5.093  5.805
C  0.419  -5.098  4.944
C  0.616  -5.250  3.578
C  1.902  -5.408  3.080
C  2.989  -5.425  3.943
C  2.791  -5.264  5.306
H  1.355  -4.938  6.866
H  -0.580  -4.954  5.334
H  -0.225  -5.216  2.899
H  2.053  -5.494  2.012
H  3.991  -5.533  3.548
H  3.640  -5.249  5.979
C  0.726  1.308  5.205
C  1.364  0.787  4.087
C  2.739  0.919  3.951
C  3.476  1.563  4.936
C  2.840  2.083  6.055
C  1.463  1.957  6.188
H  -0.347  1.212  5.307
H  0.791  0.285  3.318
H  3.229  0.521  3.074
H  4.549  1.667  4.827
H  3.415  2.589  6.820
H  0.964  2.368  7.057
C  4.531  -1.820  -5.288
C  3.324  -1.491  -5.887
C  3.319  -0.767  -7.073
C  4.516  -0.378  -7.658
C  5.722  -0.710  -7.057
C  5.729  -1.431  -5.870
H  4.532  -2.382  -4.362
H  2.399  -1.803  -5.425
H  2.378  -0.505  -7.540
H  4.510  0.185  -8.583
H  6.656  -0.408  -7.513
H  6.669  -1.687  -5.399
C  2.885  4.075  2.462
C  2.216  5.255  2.170
C  2.296  5.795  0.893
C  3.037  5.153  -0.089
C  3.709  3.975  0.207
C  3.633  3.438  1.484
H  2.831  3.650  3.455
H  1.629  5.748  2.933
H  1.771  6.714  0.660
H  3.090  5.570  -1.087
H  4.292  3.477  -0.558
H  4.161  2.523  1.721
C  -6.656  1.145  -2.347
C  -5.807  0.091  -2.658
C  -5.155  0.048  -3.885
C  -5.360  1.075  -4.798
C  -6.205  2.134  -4.490
C  -6.855  2.169  -3.263
H  -7.160  1.172  -1.388
H  -5.639  -0.705  -1.944
H  -4.492  -0.783  -4.116
H  -4.853  1.047  -5.754
H  -6.359  2.933  -5.207
H  -7.519  2.991  -3.022
C  -9.949  3.640  -5.261
C  -9.928  2.253  -5.278
C  -10.998  1.553  -5.817
C  -12.086  2.239  -6.340
C  -12.105  3.627  -6.323
C  -11.037  4.328  -5.782
H  -9.113  4.186  -4.841
H  -9.076  1.721  -4.874
H  -10.983  0.471  -5.829
H  -12.919  1.692  -6.763
H  -12.953  4.162  -6.732
H  -11.051  5.410  -5.767
C  -0.399  3.139  0.032
C  -1.686  2.935  -0.443
C  -2.130  1.651  -0.727
C  -1.290  0.563  -0.529
C  0.003  0.770  -0.058
C  0.450  2.057  0.221
H  -0.051  4.141  0.253
H  -2.348  3.780  -0.594
H  -3.132  1.495  -1.103
H  -1.642  -0.441  -0.746
H  0.665  -0.077  0.091
H  1.457  2.217  0.583
C  2.757  -1.197  10.012
C  3.419  -2.402  9.817
C  3.581  -2.903  8.533
C  3.084  -2.200  7.445
C  2.423  -0.995  7.638
C  2.259  -0.495  8.922
H  2.629  -0.806  11.013
H  3.809  -2.949  10.666
H  4.095  -3.845  8.380
H  3.207  -2.590  6.443
H  2.040  -0.446  6.788
H  1.742  0.444  9.074

Electronic energy, eV: -71310.503
LUMO, eV: 2.13
HOMO-LUMO gap, eV: 7.9
Molecular weight, u: 834.1
Charge: -1

=====

Below is a 8-piece molecular cluster, C58H58ClFNO16 overall in a non-equilibrium geometry, with properties calculated with wB97M-V/def2-TZVPD.

Cartesian coordinates (Å):
C  5.194  3.432  -0.863
C  5.838  2.258  -1.580
C  4.886  1.095  -1.813
C  3.622  1.453  -2.591
C  2.858  0.200  -3.013
C  1.325  0.376  -3.071
C  0.680  -0.046  -1.762
C  -0.842  0.122  -1.719
C  -1.431  0.891  -0.513
N  -0.782  2.145  -0.127
C  -0.521  2.188  1.295
C  0.462  1.148  1.779
F  1.745  1.678  1.908
C  -1.646  3.252  -0.558
C  -1.858  3.214  -2.091
O  -0.840  3.272  -2.797
O  -3.044  3.135  -2.454
C  -1.212  4.646  -0.115
Cl  0.499  4.994  -0.540
C  -2.205  5.686  -0.658
C  -1.663  6.734  -1.613
H  4.603  3.100  -0.015
H  4.551  3.987  -1.531
H  5.959  4.107  -0.491
H  6.684  1.906  -0.996
H  6.210  2.613  -2.539
H  5.419  0.315  -2.354
H  4.575  0.700  -0.846
H  2.982  2.088  -1.987
H  3.907  2.014  -3.480
H  3.239  -0.177  -3.958
H  3.070  -0.568  -2.267
H  0.927  -0.227  -3.887
H  1.085  1.416  -3.253
H  0.913  -1.104  -1.625
H  1.177  0.485  -0.956
H  -1.177  0.622  -2.621
H  -1.306  -0.859  -1.684
H  -1.452  0.206  0.334
H  -2.477  1.093  -0.744
H  -1.453  2.076  1.871
H  -0.106  3.147  1.581
H  0.517  0.292  1.118
H  0.139  0.792  2.754
H  -2.636  3.125  -0.105
H  -1.212  4.716  0.963
H  -3.026  5.161  -1.134
H  -2.628  6.212  0.196
H  -0.897  7.329  -1.130
H  -1.253  6.284  -2.508
H  -2.466  7.415  -1.879
C  -3.480  0.798  5.455
C  -3.653  1.509  6.566
C  -2.520  1.808  7.479
O  -2.682  2.446  8.497
C  -1.180  1.291  7.099
C  -1.001  0.587  5.985
C  -2.140  0.281  5.085
O  -1.977  -0.378  4.078
H  -4.289  0.558  4.777
H  -4.619  1.899  6.862
H  -0.368  1.524  7.777
H  -0.037  0.201  5.689
C  1.269  -3.496  4.019
C  0.936  -4.704  3.574
C  -0.028  -5.554  4.314
O  -0.329  -6.659  3.911
C  -0.615  -5.011  5.563
C  -0.281  -3.804  6.010
C  0.689  -2.954  5.274
O  0.987  -1.853  5.680
H  1.966  -2.853  3.497
H  1.341  -5.123  2.661
H  -1.320  -5.650  6.079
H  -0.694  -3.383  6.918
C  -1.396  0.964  -7.451
C  -1.845  -0.077  -6.757
C  -2.522  0.115  -5.444
O  -2.916  -0.845  -4.814
C  -2.657  1.500  -4.936
C  -2.202  2.537  -5.634
C  -1.550  2.356  -6.948
O  -1.131  3.292  -7.602
H  -0.893  0.852  -8.405
H  -1.729  -1.094  -7.104
H  -3.108  1.639  -3.960
H  -2.273  3.547  -5.253
C  -6.145  -2.720  0.437
C  -6.332  -1.998  1.538
C  -5.208  -1.697  2.459
O  -5.387  -1.049  3.470
C  -3.865  -2.221  2.104
C  -3.680  -2.942  1.001
C  -4.804  -3.254  0.082
O  -4.643  -3.928  -0.910
H  -6.949  -2.955  -0.249
H  -7.299  -1.600  1.817
H  -3.061  -1.974  2.785
H  -2.712  -3.335  0.718
C  0.628  -10.499  -0.079
C  0.184  -11.632  0.455
C  -0.348  -11.674  1.842
O  -0.749  -12.712  2.325
C  -0.367  -10.403  2.605
C  0.075  -9.265  2.075
C  0.609  -9.227  0.690
O  1.021  -8.197  0.203
H  1.022  -10.443  -1.087
H  0.186  -12.571  -0.084
H  -0.761  -10.458  3.612
H  0.067  -8.324  2.617
C  2.861  -2.699  -7.158
C  4.067  -2.311  -6.755
C  4.275  -0.993  -6.099
O  5.379  -0.645  -5.739
C  3.084  -0.129  -5.908
C  1.877  -0.515  -6.313
C  1.670  -1.830  -6.973
O  0.573  -2.192  -7.339
H  2.685  -3.654  -7.636
H  4.949  -2.926  -6.879
H  3.255  0.823  -5.421
H  0.996  0.098  -6.178
C  1.990  5.004  3.221
C  3.236  5.460  3.316
C  3.525  6.792  3.897
O  4.658  7.214  3.993
C  2.369  7.602  4.365
C  1.123  7.149  4.267
C  0.837  5.811  3.688
O  -0.300  5.396  3.606
H  1.760  4.037  2.795
H  4.090  4.890  2.973
H  2.605  8.572  4.784
H  0.266  7.720  4.599

Electronic energy, eV: -110571.208
LUMO, eV: -0.61
HOMO-LUMO gap, eV: 4.7
Molecular weight, u: 1079.5
Charge: -1

=====

Below is C58H60BiBrFN7O10 as an isolated structure in a non-equilibrium geometry, with properties calculated with wB97M-V/def2-TZVPD.

Cartesian coordinates (Å):
Bi  -1.367  -0.278  -0.495
O  0.136  -0.789  1.000
C  0.053  -1.443  3.285
C  0.463  -1.209  4.658
C  0.463  -2.208  5.563
C  0.336  -3.568  5.151
C  0.234  -3.903  3.849
C  -0.055  -2.906  2.819
C  0.219  -3.335  1.419
N  -0.590  -4.110  0.849
C  -0.285  -4.614  -0.459
C  -1.191  -3.994  -1.559
N  -2.116  -3.062  -1.009
C  -3.356  -3.188  -1.224
C  -4.382  -2.319  -0.714
C  -5.672  -2.494  -1.221
C  -6.732  -1.725  -0.803
C  -6.517  -0.774  0.190
C  -5.266  -0.596  0.725
C  -4.143  -1.329  0.281
O  -2.991  -1.101  0.835
H  0.755  -0.203  4.917
H  0.683  -2.006  6.604
H  0.452  -4.338  5.903
H  0.325  -4.928  3.519
H  1.182  -3.040  0.988
H  -0.469  -5.696  -0.418
H  0.768  -4.434  -0.727
H  -1.695  -4.803  -2.125
H  -0.545  -3.454  -2.258
H  -3.737  -4.023  -1.850
H  -5.824  -3.252  -1.981
H  -7.712  -1.849  -1.243
H  -7.344  -0.166  0.540
H  -5.093  0.143  1.496
C  6.328  0.189  -3.869
C  5.544  1.502  -3.950
C  5.324  1.853  -5.429
C  6.402  2.592  -3.288
C  4.188  1.400  -3.263
C  3.614  0.196  -2.885
C  2.359  0.184  -2.318
Br  1.630  -1.534  -1.852
C  1.559  1.325  -2.065
O  0.364  1.239  -1.623
C  2.199  2.563  -2.399
C  3.438  2.546  -3.011
C  1.524  3.921  -2.204
C  0.942  4.354  -3.558
C  0.400  3.906  -1.164
C  2.545  4.977  -1.733
H  7.321  0.322  -4.300
H  5.826  -0.600  -4.422
H  6.439  -0.123  -2.834
H  6.273  1.922  -5.961
H  4.803  2.803  -5.523
H  4.716  1.087  -5.904
H  7.391  2.629  -3.747
H  6.521  2.383  -2.227
H  5.949  3.574  -3.391
H  4.112  -0.750  -3.027
H  3.853  3.494  -3.317
H  0.201  3.634  -3.895
H  1.727  4.410  -4.312
H  0.466  5.331  -3.479
H  -0.374  3.196  -1.431
H  -0.043  4.900  -1.081
H  0.785  3.619  -0.187
H  3.212  5.294  -2.532
H  3.154  4.587  -0.918
H  2.018  5.861  -1.373
C  3.501  -1.910  4.348
O  2.878  -2.113  3.107
C  3.374  -1.263  2.118
C  4.553  -1.630  1.484
C  5.141  -0.822  0.530
C  4.542  0.386  0.220
C  3.368  0.757  0.841
C  2.731  -0.059  1.786
N  1.571  0.398  2.407
C  0.240  -0.310  2.243
N  -0.696  0.694  2.695
C  -1.573  1.543  2.066
C  -1.929  1.506  0.724
C  -2.875  2.403  0.251
C  -3.468  3.331  1.083
C  -3.091  3.404  2.419
C  -2.140  2.533  2.907
O  -1.668  2.541  4.224
C  -2.227  3.448  5.123
N  -1.201  -2.086  3.049
C  -2.296  -2.371  3.805
C  -3.027  -3.500  3.427
C  -4.223  -3.814  4.034
C  -4.713  -3.008  5.045
C  -4.000  -1.888  5.442
C  -2.797  -1.556  4.840
O  -2.042  -0.467  5.217
C  -2.377  0.159  6.419
H  3.138  -2.694  5.012
H  3.238  -0.933  4.770
H  4.596  -1.976  4.270
H  5.005  -2.574  1.758
H  6.056  -1.125  0.041
H  4.975  1.028  -0.534
H  2.905  1.699  0.576
H  1.384  1.341  2.071
H  -0.860  0.659  3.688
H  -3.179  2.324  -0.779
H  -4.239  3.992  0.711
H  -3.550  4.142  3.063
H  -1.767  3.241  6.091
H  -3.313  3.330  5.215
H  -2.012  4.489  4.848
H  -2.639  -4.089  2.610
H  -4.787  -4.674  3.702
H  -5.654  -3.241  5.525
H  -4.409  -1.272  6.230
H  -1.545  0.819  6.661
H  -2.502  -0.570  7.231
H  -3.294  0.754  6.333
F  -0.481  -2.928  -5.751
C  -0.698  -1.600  -5.902
C  -1.031  -0.838  -4.832
N  -1.254  0.492  -4.933
C  -1.796  1.187  -3.792
C  -3.128  0.444  -3.313
O  -3.808  -0.043  -4.206
O  -3.310  0.449  -2.081
C  -1.170  1.136  -6.143
O  -1.347  2.326  -6.303
N  -0.828  0.323  -7.206
C  -0.591  -1.047  -7.228
O  -0.329  -1.614  -8.274
H  -1.125  -1.266  -3.843
H  -2.045  2.201  -4.107
H  -1.079  1.215  -2.967
H  -0.775  0.797  -8.100

Electronic energy, eV: -170626.743
LUMO, eV: 3.67
HOMO-LUMO gap, eV: 6.3
Molecular weight, u: 1323.0
Charge: -2